60
Properties=species:S:1:pos:R:3:forces:R:3 method="wB97M-V/def2-TZVPD" homo_lumo_gap_ha="0.2074 / 0.2204" charge=+1 homo_energy_ev="-9.239 / -12.177" spin_multiplicity=5 fmax_ev_per_a=3.38
Ir -0.327 0.316 -0.431 -0.8223 1.6688 0.5243
P 1.529 -0.599 0.472 -0.2283 -0.4868 0.5557
O -0.542 -1.408 -2.877 -0.3321 0.1917 0.9366
O -0.691 0.772 -5.652 -1.1216 -0.2925 -0.9321
O -2.875 1.620 -0.894 0.7735 -0.4560 0.6828
O -2.196 -0.222 1.898 0.4103 0.1961 -1.3126
O 1.242 1.011 -2.706 0.1606 -0.1756 0.1854
O -0.958 2.225 1.671 0.3814 -0.4126 -0.5019
N -0.247 1.991 0.617 -0.3886 0.4265 0.4307
N -1.799 -0.589 0.633 -0.0426 0.9388 2.2594
N 0.883 1.353 -1.537 -0.0441 0.5548 -1.0653
N -0.905 -1.177 -1.573 1.8710 0.3983 -2.7876
C 0.483 -1.941 2.656 -0.1150 0.0972 0.4604
C 0.917 -0.711 2.195 0.7728 -0.6249 -0.5503
C 0.664 2.935 0.187 1.0420 -0.6867 -0.9834
C 1.840 -2.054 -0.595 -0.0895 -0.3794 0.5549
C 1.291 2.584 -1.016 -0.4561 0.2090 1.3398
C 0.977 4.052 1.100 0.2768 0.7427 -0.1662
C -2.053 -1.872 0.298 0.8874 -1.4831 -1.7365
C 0.062 -2.041 3.981 -0.0090 0.0004 0.0013
C -2.693 -2.821 1.216 -0.6816 -0.7671 0.2530
C 0.959 0.424 3.018 0.2137 -0.2888 -0.2046
C 3.279 -0.210 0.836 0.0450 0.5365 -0.3214
C -1.513 -2.213 -0.954 -1.6206 -0.7608 2.2993
C -1.522 -3.572 -1.517 -0.1237 -0.7756 -0.2631
C 0.532 0.319 4.334 0.0324 -0.0994 -0.1408
C 2.390 3.273 -1.719 0.2001 0.5010 0.0722
C -1.637 1.265 -4.696 0.2017 -0.0297 0.0503
C 0.090 -0.917 4.813 -0.1213 -0.1791 -0.1062
H -1.824 0.714 1.976 -0.0623 -0.2292 0.1169
H 1.366 1.365 2.644 -0.2321 -0.2384 0.1087
H -2.846 0.788 -0.371 -0.5694 0.7796 -0.5207
H 3.581 -1.152 1.355 -0.0391 0.7662 -0.2878
H 1.818 4.609 0.691 -0.0615 0.1593 0.1030
H 3.863 -0.086 -0.097 -0.2098 0.0506 0.6351
H -1.190 0.421 -6.427 0.6538 0.3659 0.9140
H -0.274 -3.010 4.347 0.0548 0.2718 0.1159
H -3.308 -3.514 0.635 -0.0607 0.0930 0.1831
H 0.026 -0.638 -3.121 -0.0385 0.0300 0.0210
H -2.497 1.835 -5.117 0.7119 -0.3692 0.1061
H 2.124 3.521 -2.751 0.0035 -0.0564 0.1599
H -1.982 -3.450 1.774 0.0189 0.3505 -0.1430
H -0.737 -3.718 -2.266 -0.2826 0.1290 0.1425
H 0.562 1.207 4.969 -0.0503 -0.3694 -0.0753
H 1.255 3.728 2.108 -0.1220 -0.2002 -0.1752
H 2.639 4.184 -1.177 0.0907 -0.0119 -0.2143
H 3.276 2.630 -1.754 -0.0944 0.0628 -0.0489
H -2.020 0.436 -4.083 -0.1478 0.1861 -0.1047
H 2.080 -1.646 -1.596 -0.0835 -0.0629 0.4971
H -3.319 -2.301 1.942 0.0510 -0.1019 -0.0991
H 3.377 0.648 1.528 0.1024 -0.4718 -0.5046
H 2.707 -2.594 -0.199 -0.2147 -0.1398 -0.2643
H -2.494 -3.782 -1.978 0.1383 -0.0131 -0.1285
H -0.231 -1.004 5.848 0.0372 -0.0170 -0.1895
H 0.965 -2.711 -0.695 0.4245 0.1702 0.1235
H -2.312 2.209 -0.351 -0.6501 -0.0341 -0.3580
H -1.392 -4.322 -0.730 -0.0073 0.1555 -0.0534
H 0.512 -2.799 1.979 -0.1274 0.0879 0.3484
H -1.036 1.910 -4.053 -0.3234 0.1335 0.0740
H 0.130 4.731 1.214 0.0174 -0.0401 -0.0159

60
Properties=species:S:1:pos:R:3:forces:R:3 method="wB97M-V/def2-TZVPD" e_above_lowest_kj_mol=0.00 homo_lumo_gap_ha="0.2048 / 0.2160" charge=+1 homo_energy_ev="-9.827 / -10.120" fmax_ev_per_a=4.67
La 0.752 -0.324 -1.167 3.6556 1.2378 2.6227
P 2.570 -1.329 1.040 0.0851 -0.1032 0.5896
O -0.056 -3.324 -2.762 0.0532 0.2994 0.4025
O 2.831 0.807 -1.803 1.0848 -0.6359 -0.7184
O 0.337 -0.379 -3.509 -2.1398 1.1744 0.3667
O -1.426 -0.561 1.620 0.8019 -0.5916 -1.0098
O -3.132 2.522 0.181 0.4520 -0.5402 0.3126
O -0.624 1.809 1.335 -0.3626 -0.3704 0.2668
N -0.928 -1.227 0.536 -2.2387 -2.6926 1.6032
N 0.342 1.734 0.453 1.3558 0.8711 0.5426
N -0.282 -2.566 -1.592 -1.8905 -2.7685 0.6944
N 1.962 1.732 -1.449 -0.4534 1.4113 1.8423
C 3.630 3.264 -0.399 0.6557 -0.1504 0.0752
C -0.926 -3.265 -0.649 1.5082 0.8961 -2.7721
C 1.733 0.547 4.581 0.0587 -0.1683 -0.0611
C 4.300 -0.762 1.013 0.2983 -0.0533 -0.3435
C 1.431 3.561 1.773 -0.2028 0.4169 0.0217
C 0.716 -1.648 4.699 0.1243 0.0877 -0.0747
C -1.294 -2.526 0.533 0.7577 3.5223 1.0812
C -1.306 -4.690 -0.827 0.0820 -0.3544 -0.0901
C -2.049 -3.107 1.679 -0.3314 -0.3992 -0.0772
C 2.266 0.238 3.329 -0.1975 -0.4574 0.0301
C 2.708 -3.146 0.931 0.1009 -0.1888 -0.0381
C 2.027 -1.026 2.752 -0.3590 0.1687 0.2810
C 0.969 -0.398 5.275 0.0245 -0.1053 -0.2656
C 1.339 2.666 0.591 -1.4193 -1.2224 -0.7601
C -0.787 0.529 -2.884 -0.6338 0.0047 -2.9712
C 2.311 2.596 -0.439 -0.6773 -1.0707 -1.4696
C 1.235 -1.964 3.441 0.1901 0.3997 0.0194
H 4.548 -0.502 -0.027 0.0600 -0.0366 0.3414
H 0.483 -0.162 -4.444 -0.1055 0.3042 0.4235
H -1.409 -0.081 -2.190 0.1356 0.2418 -0.7822
H -2.533 -4.044 1.386 0.0847 0.1831 0.1071
H -3.799 2.019 0.670 0.1603 0.2324 -0.1388
H 1.807 3.017 2.653 -0.2053 0.1224 -0.2061
H 1.925 1.530 5.015 -0.0723 -0.3136 -0.0730
H 0.095 -2.673 -3.470 -0.0387 -0.0330 0.4293
H 2.113 4.391 1.562 -0.1687 -0.1618 0.1350
H -0.358 1.438 -2.409 -0.0016 -0.3750 -0.3462
H -1.380 -3.326 2.525 -0.1170 0.1925 -0.2174
H -2.393 -4.778 -0.976 0.2587 0.0602 0.0373
H 1.707 -3.601 0.959 0.3237 0.0616 0.0190
H 2.878 0.973 2.798 -0.2811 -0.1977 0.1967
H 4.065 3.267 -1.405 -0.0298 -0.0130 0.3188
H 0.571 -0.161 6.262 0.0957 -0.0568 -0.3137
H 3.326 -3.534 1.753 -0.1997 -0.0222 -0.2643
H -2.813 -2.407 2.034 0.2531 -0.1137 -0.0973
H 1.033 -2.944 2.998 0.0696 0.3474 0.2125
H 4.437 0.129 1.638 -0.0517 -0.2617 -0.2018
H 3.168 -3.399 -0.037 -0.0884 0.0077 0.3200
H -2.281 2.305 0.636 -0.5372 0.2765 -0.2557
H -1.051 -5.273 0.069 -0.0690 0.1738 -0.2020
H -1.097 0.422 1.494 -0.0117 0.4828 0.2055
H 4.323 2.739 0.280 -0.0831 0.2080 -0.2029
H -0.793 -5.107 -1.697 -0.2187 0.0189 0.2821
H 0.440 3.963 2.017 0.2527 -0.1241 0.0337
H 3.533 4.298 -0.043 0.0446 -0.2698 -0.1114
H 4.958 -1.568 1.368 -0.1032 0.2964 -0.0233
H -1.418 0.854 -3.719 0.0684 -0.1191 0.3743
H 0.114 -2.390 5.228 0.1930 0.2708 -0.1009

60
Properties=species:S:1:pos:R:3:forces:R:3 method="wB97M-V/def2-TZVPD" homo_lumo_gap_ha="0.1299 / 0.2495" charge=0 homo_energy_ev="-3.379 / -6.637" spin_multiplicity=6 fmax_ev_per_a=7.30
Mn 0.134 1.201 1.046 0.1112 3.7655 6.2481
S -0.804 -0.284 5.171 -0.3196 -0.6505 0.9045
P 0.315 -1.585 -0.404 0.0698 -0.8564 0.9375
P -0.206 0.538 -2.018 0.0979 1.5792 -0.5980
O 0.401 1.234 -0.836 0.0826 -0.6767 -5.2348
O 0.082 -1.040 -1.902 -0.0979 -0.6788 -0.6422
O -0.251 -0.601 0.578 0.1637 -4.2826 -3.9696
N 0.227 2.448 2.626 0.6071 1.6068 -2.6042
N 0.414 0.996 -3.480 0.6382 0.1520 -0.0045
N 1.926 -1.903 -0.243 0.6278 0.7107 -0.0220
N -1.835 0.740 -2.204 -0.5419 -0.4983 0.3663
N -0.377 -3.085 -0.355 -0.7912 -0.1123 -0.0708
C -0.651 -3.791 -1.594 0.4445 -0.1247 -0.7043
C -0.735 -1.310 2.811 0.0204 0.4087 1.9758
C -0.037 2.092 3.901 -0.7768 -2.4241 1.4887
C -0.997 -1.635 4.127 -0.0020 -0.4390 -0.6918
C 0.575 3.739 2.434 0.5012 2.3449 0.8008
C -2.440 1.737 -1.324 0.2118 0.9889 0.2457
C -2.694 -0.430 -2.281 -0.0015 -0.7734 -0.4438
C 1.766 1.536 -3.483 0.5765 0.5789 0.5093
C 2.630 -1.111 0.760 -0.0895 0.3305 0.9537
C 0.386 4.263 4.756 -0.3693 -0.5301 1.7304
C -1.466 -3.273 0.594 -0.6045 -0.5105 0.2428
C 0.024 2.941 4.993 0.3774 1.2126 -0.3555
C 0.667 4.673 3.455 0.0856 -0.5502 -1.5821
C 2.748 -2.039 -1.433 -0.0997 -0.4440 -0.7074
C -0.374 0.058 2.669 0.0947 -0.0325 0.0712
C 0.218 0.120 -4.625 -0.6910 -0.3544 -0.2226
C -0.378 0.708 3.871 0.0760 0.9893 0.7263
H -2.752 -0.951 -1.321 -0.1330 -0.0621 0.0940
H 3.725 -2.475 -1.195 -0.2576 0.1090 0.1958
H -3.709 -0.159 -2.592 0.2667 0.1936 0.1183
H -2.365 -2.733 0.282 -0.1390 -0.0378 0.0974
H 2.278 -2.709 -2.159 0.0190 0.0920 0.0415
H -0.798 -2.015 1.992 0.8152 2.2937 1.9913
H 2.008 2.001 -4.445 -0.2821 -0.2375 0.0616
H 2.704 -0.061 0.461 0.1567 0.0834 0.0271
H 0.785 4.012 1.404 -0.0468 0.1675 0.6731
H -1.884 2.679 -1.376 -0.0242 -0.2094 0.1056
H 0.600 2.776 0.506 -0.0529 -0.8230 -0.7371
H -1.291 -2.595 4.529 0.0295 0.0423 0.0124
H 2.107 -1.159 1.721 -0.0040 0.0935 -0.1570
H 2.910 -1.073 -1.920 0.1105 0.0607 -0.0414
H -1.493 -3.346 -2.133 -0.0776 -0.0663 -0.0469
H 3.640 -1.497 0.939 -0.2277 -0.0936 -0.2845
H -1.718 -4.333 0.711 0.2117 0.0943 -0.3517
H 0.952 5.697 3.241 -0.0350 -0.1607 -0.1186
H -2.320 -1.133 -3.031 -0.0174 0.0431 0.1344
H -0.199 2.598 5.996 -0.0171 -0.1325 -0.1146
H -0.834 -0.165 -4.721 0.0665 0.0290 0.0941
H 2.508 0.760 -3.275 0.1637 -0.0049 -0.0985
H 1.870 2.321 -2.726 -0.0828 -0.2467 -0.0256
H -2.446 1.398 -0.283 -0.1074 0.0303 0.0501
H -0.875 -4.848 -1.409 0.0501 0.2742 0.2229
H 0.449 4.970 5.579 -0.0195 -0.1190 -0.0437
H 0.222 -3.773 -2.254 -0.1034 0.0453 0.0288
H 0.488 0.621 -5.561 0.0313 0.0882 0.3325
H -1.176 -2.912 1.587 -0.9740 -1.9779 -1.4172
H -3.469 1.964 -1.625 0.2165 -0.2854 -0.1287
H 0.811 -0.796 -4.536 0.0626 -0.0131 -0.0627

54
Properties=species:S:1:pos:R:3:forces:R:3 method="wB97M-V/def2-TZVPD" e_above_lowest_kj_mol=588.58 homo_lumo_gap_ha="0.2150 / 0.1626" charge=+2 homo_energy_ev="-13.990 / -13.887" spin_multiplicity=4 fmax_ev_per_a=6.28
Re -0.213 -2.126 0.898 -1.0030 5.1886 3.3975
P 0.183 -2.305 -1.208 1.7493 -0.6149 -2.7056
P -0.225 1.541 -1.861 1.0054 2.5271 -2.8150
N -0.702 1.075 6.758 0.1640 -0.9944 -2.0794
N -0.908 -0.441 4.819 1.1476 0.3614 -1.5848
N -0.542 -1.347 2.665 0.0192 0.2546 -0.3315
C -0.551 2.476 2.072 0.6101 -0.8448 0.2153
C 1.299 0.768 0.212 1.4122 0.6981 0.0687
C 1.717 -3.076 -1.694 0.2394 -0.4295 -0.8901
C 1.821 1.932 1.185 0.4706 -0.3122 -1.2866
C 0.797 2.557 2.101 -0.4644 -1.8063 0.9422
C -0.507 -0.731 3.673 -1.9551 -0.0551 3.0381
C 1.140 2.800 -2.168 0.2705 -0.2048 0.4282
C -0.396 -1.244 -2.548 -0.9080 -1.2462 -0.3163
C -1.613 -0.535 0.434 -0.0338 -1.4949 -0.0220
C -2.133 0.869 0.387 -0.5637 0.2910 0.3307
C -1.517 2.445 -2.809 -1.0424 -0.3408 0.1248
C 1.216 -0.601 0.698 0.5187 -2.1398 0.9703
C -0.718 0.426 5.779 -0.1780 1.1121 2.5117
C -1.123 -3.590 -1.017 -0.2706 -0.0322 -0.5217
C 0.240 0.074 -2.835 0.4168 0.5723 0.1102
C -1.455 2.231 0.873 -0.4675 0.2846 -0.8078
C 1.191 -3.067 2.265 0.5339 -0.5131 -0.0960
H -3.211 0.852 0.671 0.6914 0.0676 0.5432
H 0.597 -3.564 3.053 0.0830 0.0828 -0.2799
H -1.099 3.008 -3.665 0.0493 -0.4955 0.4817
H -1.440 -1.142 -2.288 -0.5537 0.2424 -0.0437
H -2.540 -1.157 0.371 0.2643 0.1588 -0.2428
H -1.079 -4.146 -0.057 0.0949 -0.1722 -0.1103
H 2.115 0.717 -0.557 -0.8158 0.2967 -0.0169
H 1.476 -3.733 -2.545 0.5020 0.1819 0.0185
H -0.407 -1.864 -3.460 0.1927 0.1703 0.1880
H 1.259 2.659 3.091 -0.4848 0.6490 -0.2654
H 1.977 -3.778 1.975 -0.3023 0.0777 -0.3829
H -2.034 3.172 -2.159 0.1817 -0.3044 -0.1925
H 0.887 3.462 -3.028 0.0445 -0.6920 0.6308
H -0.961 -4.327 -1.826 -0.0642 -0.0240 0.5824
H 1.713 -2.244 2.781 -0.1873 -0.3479 -0.1711
H 1.279 3.458 -1.281 -0.1065 -0.5044 -0.5071
H -1.065 2.561 3.037 0.1093 0.4295 -0.4316
H -2.356 1.037 -0.712 0.3196 -0.4304 0.6313
H -0.049 0.386 -3.837 0.1772 0.0097 -0.2721
H 2.158 -3.684 -0.893 -0.3212 0.2670 -0.0909
H -0.917 2.644 -0.021 -0.4989 0.0812 0.7212
H 2.456 2.641 0.576 -0.9413 -0.4805 0.5219
H 1.319 0.020 -2.785 0.3483 -0.0115 -0.1761
H -2.122 -3.148 -1.113 0.2240 -0.1928 -0.1319
H 2.093 2.280 -2.384 -0.4386 0.3256 0.2042
H -2.367 2.859 1.015 0.8208 -0.1416 -0.2004
H 0.302 1.064 -0.223 0.3421 -0.0674 0.3562
H 2.591 1.425 1.798 -0.4567 0.2724 -0.0130
H 2.452 -2.313 -1.991 -0.1847 -0.2483 -0.0486
H 2.225 -0.998 0.961 -0.7302 0.2558 -0.0604
H -2.252 1.721 -3.184 -0.0302 0.2839 0.0770

> The lowest charge belongs to which entry?

C17H31MnN5O3P2S

> What is the charge in the first record?

+1

> Among the records above, which one has the lowest charge?

C17H31MnN5O3P2S

> The highest charge belongs to which entry?

C17H31N3P2Re